No. 1
Molecular formula: C2H5I2OP
Method: DFT, ωB97M-V with the def2-TZVPD basis set

Positions of all 11 atoms, in Å:
C1 0.99 -1.08 0.56
H1 1.61 -1.83 0.23
C2 0.23 -0.50 -0.60
H2 0.56 -1.55 1.53
H3 1.67 -0.25 0.88
P1 -1.26 1.70 -0.78
I1 -0.96 3.58 0.72
H4 -0.60 -0.95 -1.02
H5 0.89 -0.37 -1.43
I2 -3.12 0.41 0.05
O1 0.01 0.84 -0.13

LUMO level ... -0.32 eV
Relative energy (zero: lowest compared OMol25 entry of this formula, charge and spin) ... 59.23 kJ/mol
SMILES ... CCOP(I)I
Orbital gap ... 8.7 eV
Highest occupied orbital energy ... -0.331 hartree
Molecular weight ... 329.8 g/mol
2S+1 ... 1

No. 2
Molecular formula: C2H5I4N2
Method: DFT, ωB97M-V with the def2-TZVPD basis set

Positions of all 13 atoms, in Å:
H1 -0.88 -1.17 0.91
H2 -5.34 1.93 -1.36
C1 0.88 -0.50 0.21
H3 0.58 -0.51 2.13
I1 3.37 0.93 -1.12
H4 -1.10 -0.23 -0.57
C2 1.46 0.62 -0.54
I2 1.85 -2.56 -1.01
I3 0.06 2.28 -0.78
N1 -0.46 -0.56 0.15
N2 1.40 -0.35 1.44
H5 2.17 -0.92 1.76
I4 -3.99 1.05 -1.23

LUMO level (spin up / spin down) ... -6.78 / -6.78 eV
Relative energy (zero: lowest compared OMol25 entry of this formula, charge and spin) ... 244.77 kJ/mol
Orbital gap (spin up / spin down) ... 5.8 / 5.8 eV
Highest occupied orbital energy (spin up / spin down) ... -0.462 / -0.462 hartree
Total charge ... +1
Molecular weight ... 564.7 g/mol
2S+1 ... 1

No. 3
Molecular formula: C2H5IN2
Method: DFT, ωB97M-V with the def2-TZVPD basis set

Positions of all 10 atoms, in Å:
N1 -0.65 2.04 0.12
H1 0.44 -0.08 1.38
I1 2.57 -0.49 0.01
C1 -0.33 -1.18 -0.17
H2 -1.36 -0.87 0.19
H3 -0.36 -1.33 -1.23
H4 -0.68 2.79 -0.47
N2 0.11 1.22 -0.37
C2 0.45 0.00 0.26
H5 -0.19 -2.10 0.28

LUMO level ... -0.04 eV
Relative energy (zero: lowest compared OMol25 entry of this formula, charge and spin) ... 69.53 kJ/mol
SMILES ... [H]/N=N/[C@@H](C)I
Orbital gap ... 9.3 eV
Highest occupied orbital energy ... -0.344 hartree
Molecular weight ... 184.0 g/mol
2S+1 ... 1

No. 4
Molecular formula: C2H5IN2
Method: DFT, ωB97M-V with the def2-TZVPD basis set

Positions of all 10 atoms, in Å:
C1 -0.05 0.63 1.09
I1 -2.17 0.77 -1.16
H1 0.42 1.52 0.89
H2 -0.87 -1.20 0.34
C2 -0.57 -0.21 -0.16
N1 1.08 -1.20 -1.39
H3 0.67 0.15 1.80
H4 1.87 -1.17 -2.04
H5 -0.99 0.84 1.61
N2 0.62 -0.12 -0.99

LUMO level ... 0.07 eV
Relative energy (zero: lowest compared OMol25 entry of this formula, charge and spin) ... 75.75 kJ/mol
SMILES ... [H]/N=N/[C@@H](C)I
Orbital gap ... 9.4 eV
Highest occupied orbital energy ... -0.343 hartree
Molecular weight ... 184.0 g/mol
2S+1 ... 1

No. 5
Molecular formula: C2H5IN2O2S
Method: DFT, ωB97M-V with the def2-TZVPD basis set

Positions of all 13 atoms, in Å:
H1 -1.17 -0.09 -0.32
S1 1.64 1.69 0.01
O1 2.28 2.64 -0.80
H2 1.31 -0.81 1.13
H3 0.63 -1.85 -0.20
C1 -0.30 0.16 0.24
H4 -0.29 1.89 -1.12
C2 0.92 -0.83 0.16
O2 1.86 1.83 1.37
I1 3.80 -0.41 -0.09
N1 1.92 -0.11 -0.57
N2 0.00 1.54 -0.19
H5 -0.80 0.40 1.34

LUMO level ... -0.02 eV
Relative energy (zero: lowest compared OMol25 entry of this formula, charge and spin) ... 134.50 kJ/mol
Orbital gap ... 9.2 eV
Highest occupied orbital energy ... -0.340 hartree
Molecular weight ... 248.0 g/mol
2S+1 ... 1

No. 6
Molecular formula: C2H5IN2S
Method: DFT, ωB97M-V with the def2-TZVPD basis set

Positions of all 11 atoms, in Å:
H1 -1.73 1.73 -0.61
I1 -0.30 -1.32 2.36
H2 -0.88 -2.32 -0.47
H3 1.38 0.61 1.06
C1 -0.21 -1.58 -0.69
S1 0.12 2.77 0.03
N1 -1.35 2.28 0.15
N2 1.30 0.01 0.24
H4 -0.04 -1.71 -1.75
C2 0.36 -0.97 0.32
H5 1.36 0.50 -0.65

LUMO level (spin up / spin down) ... -1.43 / -1.40 eV
Relative energy (zero: lowest compared OMol25 entry of this formula, charge and spin) ... 178.69 kJ/mol
SMILES ... C=C(N)I.N=S
Orbital gap (spin up / spin down) ... 7.3 / 7.2 eV
Highest occupied orbital energy (spin up / spin down) ... -0.319 / -0.315 hartree
Molecular weight ... 216.0 g/mol
2S+1 ... 1

No. 7
Molecular formula: C2H5IN2S
Method: DFT, ωB97M-V with the def2-TZVPD basis set

Positions of all 11 atoms, in Å:
H1 -2.28 -0.68 -1.07
H2 1.96 1.19 -0.88
N1 0.51 -0.31 -0.16
S1 -0.84 1.39 1.36
C1 -0.49 0.24 0.40
H3 2.10 0.58 0.78
H4 0.50 -1.17 -0.61
N2 -2.20 -0.94 -0.10
C2 1.84 0.27 -0.23
H5 2.56 -0.51 -0.51
I1 -3.66 -0.07 1.01

LUMO level ... 0.31 eV
Relative energy (zero: lowest compared OMol25 entry of this formula, charge and spin) ... 171.60 kJ/mol
Orbital gap ... 8.6 eV
Highest occupied orbital energy ... -0.304 hartree
Molecular weight ... 216.0 g/mol
2S+1 ... 1

No. 8
Molecular formula: C2H5INO
Method: DFT, ωB97M-V with the def2-TZVPD basis set

Positions of all 10 atoms, in Å:
C1 6.90 -17.14 18.80
H1 7.08 -17.30 20.74
H2 6.26 -15.85 20.33
N1 6.80 -16.65 20.03
H3 5.58 -16.80 17.29
O1 7.49 -18.20 18.66
H4 6.19 -15.28 18.04
H5 7.28 -16.17 16.96
C2 6.45 -16.27 17.66
I1 8.73 -19.52 21.89

LUMO level ... 3.36 eV
Relative energy (zero: lowest compared OMol25 entry of this formula, charge and spin) ... 82.82 kJ/mol
Orbital gap ... 6.5 eV
Highest occupied orbital energy ... -0.114 hartree
Total charge ... -1
Molecular weight ... 186.0 g/mol
2S+1 ... 1

No. 9
Molecular formula: C2H5N
Method: DFT, ωB97M-V with the def2-TZVPD basis set

Positions of all 8 atoms, in Å:
H1 0.63 1.69 0.46
C1 0.92 0.72 -0.01
H2 -0.29 -1.55 0.11
H3 1.85 0.27 0.43
C2 -0.68 -0.57 -0.14
H4 -1.61 -0.68 -0.67
H5 -1.10 -0.12 0.79
N1 0.29 0.23 -0.98

LUMO level ... -0.05 eV
Relative energy (zero: lowest compared OMol25 entry of this formula, charge and spin) ... 332.24 kJ/mol
SMILES ... C=NC
Orbital gap ... 7.7 eV
Highest occupied orbital energy ... -0.284 hartree
Molecular weight ... 43.1 g/mol
2S+1 ... 1

No. 10
Molecular formula: C2H5N
Method: DFT, ωB97M-V with the def2-TZVPD basis set

Positions of all 8 atoms, in Å:
H1 1.08 -0.94 0.42
C1 -1.27 0.15 0.26
H2 -2.22 0.66 0.22
H3 -1.36 -0.84 0.76
C2 1.00 -0.05 -0.23
H4 1.20 -0.30 -1.27
N1 -0.24 0.68 -0.20
H5 1.82 0.63 0.03

LUMO level ... 1.26 eV
Relative energy (zero: lowest compared OMol25 entry of this formula, charge and spin) ... 36.33 kJ/mol
SMILES ... C=NC
Orbital gap ... 10.9 eV
Highest occupied orbital energy ... -0.355 hartree
Molecular weight ... 43.1 g/mol
2S+1 ... 1

No. 11
Molecular formula: C2H5N
Method: DFT, ωB97M-V with the def2-TZVPD basis set

Positions of all 8 atoms, in Å:
H1 -2.39 0.58 0.00
C1 0.94 -0.42 -0.07
H2 0.67 -1.52 -0.26
H3 -0.15 1.56 0.29
H4 1.26 -0.23 0.95
N1 -1.78 -0.17 -0.03
C2 -0.26 0.47 -0.11
H5 1.71 -0.27 -0.77

LUMO level (spin up / spin down) ... 0.12 / 0.07 eV
Relative energy (zero: lowest compared OMol25 entry of this formula, charge and spin) ... 295.05 kJ/mol
SMILES ... [H]/N=C/C
Orbital gap (spin up / spin down) ... 10.0 / 9.4 eV
Highest occupied orbital energy (spin up / spin down) ... -0.362 / -0.342 hartree
Molecular weight ... 43.1 g/mol
2S+1 ... 1

No. 12
Molecular formula: C2H5N2
Method: DFT, ωB97M-V with the def2-TZVPD basis set

Positions of all 9 atoms, in Å:
H1 1.15 -2.43 0.86
H2 0.69 1.40 0.79
H3 -1.16 0.95 -0.42
N1 0.66 -1.79 1.42
N2 0.22 -0.76 1.47
C1 -0.32 0.47 -0.80
H4 -0.48 -0.14 -1.67
C2 0.75 0.50 0.08
H5 1.69 0.11 -0.18

LUMO level (spin up / spin down) ... -6.89 / -6.89 eV
Relative energy (zero: lowest compared OMol25 entry of this formula, charge and spin) ... 334.95 kJ/mol
Orbital gap (spin up / spin down) ... 8.4 / 8.4 eV
Highest occupied orbital energy (spin up / spin down) ... -0.561 / -0.561 hartree
Total charge ... +1
Molecular weight ... 57.1 g/mol
2S+1 ... 1

- molecular weight of number 8 (C2H5INO)?
  186.0 g/mol

- Which formula does entry 3 have?
  C2H5IN2